Below is a cluster of 8 separate species, H16O8 in total in a non-equilibrium geometry, with properties calculated with ωB97M-V with the def2-TZVPD basis set.

The geometry in XYZ format:
```
24
Properties=species:S:1:pos:R:3:forces:R:3
O 24.61700 -19.34900 -19.51900 0.0747 -0.2536 1.6216
H 24.78400 -19.32100 -20.44900 -0.5417 0.6925 -0.8676
H 23.78800 -18.95400 -19.18900 0.5712 -0.1726 -0.8652
O 26.69000 -20.31800 -17.14700 -0.6880 0.5659 -0.0858
H 27.31100 -20.81500 -16.63100 0.5295 -0.4562 0.1367
H 26.74500 -20.60900 -18.05900 0.1319 -0.1325 -0.0339
O 23.94600 -23.05100 -17.22500 0.8359 -1.1841 3.0435
H 24.77100 -22.85600 -16.74100 -0.6774 -0.3714 0.0804
H 24.10000 -22.55300 -17.98200 0.2132 1.5110 -2.6084
O 21.73400 -21.61300 -20.95600 -0.3606 -0.5030 0.0451
H 21.53400 -20.69000 -21.08900 -0.1211 0.4817 -0.3037
H 20.89900 -22.02800 -20.68800 0.3447 -0.1023 0.0138
O 21.96200 -21.00500 -18.09900 -0.0754 0.2763 -0.3678
H 22.26100 -21.31500 -18.96700 0.3104 -0.1892 0.2760
H 21.07800 -20.71400 -18.32200 -0.4472 0.2449 0.3319
O 21.80600 -23.94000 -18.71300 -2.4850 -1.0104 -0.7784
H 21.32500 -23.43200 -18.06300 -0.2111 0.0845 0.4156
H 22.63800 -23.54700 -18.67100 2.3928 0.6169 0.2007
O 24.24900 -22.03400 -19.70300 -1.0503 -1.7872 -1.3485
H 23.54700 -22.09700 -20.40200 0.9246 -0.0252 0.8426
H 24.42100 -21.11300 -19.61400 0.3073 1.6358 0.2809
O 22.51800 -22.19600 -23.80700 0.6710 0.7553 -1.5040
H 21.86900 -22.36500 -24.49700 0.0203 -0.0993 0.1932
H 22.19800 -22.56500 -23.01000 -0.6696 -0.5777 1.2814
```
Positions in Å, forces in eV/Å.

gap between HOMO and LUMO	10.364	eV
ΔE to the lowest compared entry with this formula, charge and spin	60.14	kcal/mol
M	144.12	g mol⁻¹

***

Below is a structure of composition C35H36GeN2O2ReS3 in a non-equilibrium geometry, with properties calculated with ωB97M-V with the def2-TZVPD basis set.

The geometry in XYZ format:
```
80
Properties=species:S:1:pos:R:3:forces:R:3
Re 0.84039 -0.34164 1.24843 -0.3120 -2.4029 -0.2173
C 2.30985 2.44936 0.06705 0.2378 -0.1311 -0.0692
C 2.20842 2.80478 1.53132 -0.0578 0.1582 0.0242
S 1.01723 1.78502 2.48438 -0.0089 -0.0167 0.0565
C 2.02709 1.40487 3.95050 0.0509 -0.0222 -0.1066
C 3.24571 0.53878 3.68749 0.0143 -0.0281 0.1237
S 2.83805 -0.90075 2.64832 0.0619 0.3554 -0.1520
C 4.13276 -0.90224 1.37841 0.0350 -0.0552 0.0408
C 4.10135 0.29295 0.45370 -0.0161 -0.0469 -0.1298
S 2.44352 0.67238 -0.26652 -0.0685 0.1648 0.3222
H 3.18556 2.92187 -0.38474 -0.0262 0.0307 -0.0126
H 1.43325 2.77610 -0.47999 -0.0140 0.0423 -0.0802
H 1.85968 3.83556 1.62582 -0.0249 -0.0057 0.0011
H 3.16583 2.72748 2.04488 -0.0196 -0.0124 -0.0062
H 1.33805 0.93576 4.64881 0.0328 0.0552 0.0492
H 2.31729 2.36767 4.37776 -0.0135 -0.0190 0.0421
H 3.61194 0.13924 4.63463 0.0648 0.0124 -0.0038
H 4.06882 1.07763 3.22109 -0.0382 0.0365 -0.0253
H 3.97404 -1.83916 0.85301 0.0290 -0.0460 -0.0093
H 5.09712 -0.96417 1.88802 -0.0166 -0.0030 0.0154
H 4.75222 0.10294 -0.40059 0.0521 0.0694 0.0084
H 4.44166 1.20660 0.93806 -0.0046 0.0023 0.0060
C 0.00752 -1.33736 4.33072 -0.0477 -0.0815 0.0999
O -0.40267 -1.06492 2.94551 0.4327 0.2471 -0.2241
C -1.74386 -1.39578 2.65049 0.0610 0.0549 0.3259
C -2.72724 -1.48815 3.60357 -0.0897 0.0832 0.3064
C -3.99458 -1.91189 3.20973 0.0417 0.0068 -0.0048
C -4.25647 -2.24155 1.88344 0.0047 -0.0169 0.0492
C -3.25667 -2.13098 0.93843 0.0122 0.0742 -0.1359
C -1.99772 -1.68137 1.33170 -0.2208 -0.0568 -0.4425
N -0.90960 -1.50990 0.44442 0.8012 0.5235 0.0031
N -1.00124 -2.08505 -0.65541 -0.8531 -0.5144 0.1641
C 0.01468 -2.37684 -1.49125 0.6555 0.4688 0.0741
C 1.34524 -2.39581 -0.97940 -0.4262 0.0533 -0.3725
O 1.61792 -1.92207 0.21713 -0.0020 0.3944 0.7159
C 2.34953 -2.99089 -1.74481 0.1924 -0.0422 0.0163
C 2.07209 -3.46203 -3.01218 0.1577 -0.0300 -0.0698
C 0.77819 -3.39282 -3.56229 0.1002 -0.0149 0.0694
C 0.50506 -3.89194 -4.85875 -0.1856 -0.0654 -0.2141
C -0.80601 -3.88310 -5.38224 0.2407 -0.0532 -0.0597
C -1.83487 -3.38830 -4.62217 -0.0744 0.1263 0.2308
C -1.58519 -2.88815 -3.32313 -0.0113 -0.0246 -0.1357
C -0.27240 -2.87348 -2.79253 -0.2330 -0.0018 0.1898
H -0.50852 -2.22863 4.67498 -0.0117 -0.0454 -0.0650
H 1.07179 -1.53545 4.33008 0.0275 0.0073 -0.0340
H -0.24353 -0.48963 4.96249 -0.0883 0.0209 -0.0310
H -2.54030 -1.24221 4.64080 -0.0489 -0.0524 -0.0344
H -4.77524 -1.99509 3.95440 0.0020 0.0222 -0.0069
H -5.24147 -2.58151 1.59405 0.0097 0.0099 -0.0031
H -3.43482 -2.36574 -0.10104 -0.0289 0.0021 0.0111
H 3.34901 -3.06498 -1.33497 -0.0111 -0.0403 -0.0409
H 2.87131 -3.89986 -3.60032 -0.0050 0.0131 0.0193
H 1.31705 -4.29419 -5.45592 -0.0250 -0.0032 0.0246
H -0.99709 -4.27541 -6.37298 0.0628 -0.0039 0.0086
H -2.84482 -3.38629 -5.01257 -0.0023 0.0020 0.0581
H -2.40522 -2.53165 -2.71305 -0.0075 0.0193 -0.0549
Ge -1.01193 1.27153 0.21104 -1.0750 1.2943 -0.7012
C -1.36919 0.81486 -1.65123 0.3747 -0.3138 0.1393
C -2.71907 0.72017 -1.99807 0.0907 -0.1278 -0.1235
C -3.07327 0.47355 -3.32097 0.0034 0.0770 0.0399
C -2.08760 0.33889 -4.29576 -0.0335 0.0275 0.0169
C -0.74289 0.40768 -3.94760 0.0437 0.0540 0.0505
C -0.38194 0.65027 -2.62661 -0.2266 0.0115 -0.0272
C -0.89786 3.19894 0.35166 0.2525 -0.1324 0.2597
C -1.41202 3.79731 1.50970 0.1983 0.1990 -0.1161
C -1.47693 5.18313 1.60102 -0.0359 -0.1020 -0.0389
C -1.05294 5.96798 0.53491 -0.0649 -0.0480 -0.0110
C -0.53485 5.37811 -0.61542 -0.0554 -0.0568 -0.0440
C -0.46330 3.99607 -0.71428 -0.1153 0.1205 0.0987
H -2.24611 0.94063 1.06789 0.2541 -0.2944 0.1594
H -3.49627 0.86864 -1.25578 -0.0087 -0.0363 -0.0197
H -4.12049 0.41730 -3.59254 0.0319 0.0604 -0.0236
H -2.37088 0.23205 -5.33586 -0.0015 -0.1170 0.0307
H 0.02211 0.29625 -4.70759 -0.0357 0.0782 0.0069
H 0.67027 0.73141 -2.37785 0.0191 -0.0126 -0.0244
H -1.78291 3.19468 2.33249 0.0078 0.0092 -0.0295
H -1.87391 5.64510 2.49503 -0.0629 0.0298 -0.0385
H -1.17152 7.04193 0.58023 0.1356 0.0362 0.0522
H -0.21501 5.99422 -1.44569 -0.0532 0.0168 0.0027
H -0.12115 3.55129 -1.64560 -0.0300 0.0061 0.0260
```
Positions in Å, forces in eV/Å.

multiplicity	4
gap between HOMO and LUMO (spin up / spin down)	5.891 / 4.290	eV
ΔE to the lowest compared entry with this formula, charge and spin	18.96	kcal/mol
total charge	+4
M	871.70	g mol⁻¹

***

Below is a cluster of 3 separate species, C2H3BCl2O2 in total in a non-equilibrium geometry, with properties calculated with ωB97M-V with the def2-TZVPD basis set.

The geometry in XYZ format:
```
10
Properties=species:S:1:pos:R:3:forces:R:3
C 2.42270 -1.34005 0.10980 -0.1731 0.7337 -0.4768
C 2.24306 -0.23644 -0.32629 0.0016 -0.3195 0.2503
Cl 1.95897 1.28405 -0.85088 0.0206 0.1382 -0.0804
H 2.59732 -2.32090 0.43645 0.1296 -0.5516 0.2689
O -0.60635 0.66521 1.59789 0.2265 0.9872 1.1294
B -0.75553 -0.13413 0.71847 0.1131 -0.4756 -0.3826
O -1.00212 -1.00169 -0.22346 -0.6778 -0.5797 -0.5638
H -0.28703 -1.38314 -0.72552 0.4696 -0.0797 -0.1145
Cl -2.82852 1.93591 -0.02851 -0.2165 0.2841 -0.0636
H -3.74251 2.53119 -0.70796 0.1064 -0.1371 0.0332
```
Positions in Å, forces in eV/Å.

gap between HOMO and LUMO	10.917	eV
ΔE to the lowest compared entry with this formula, charge and spin	45.03	kcal/mol
M	140.76	g mol⁻¹